Here is a structure of composition C10H14BBrN6Ti in a non-equilibrium geometry from the OMol25 dataset. Energies are from ωB97M-V/def2-TZVPD.

Computed properties:
Multiplicity   1
Total charge   +2
LUMO   -9.61 eV
Orbital gap   6.69 eV
DFT total energy   -113358.655 eV
ΔE to the lowest compared entry with this formula, charge and spin   0.0 kcal/mol
Highest occupied orbital energy   -16.307 eV
F_max   0.075 Eh/bohr

Atoms and positions in Å:
H: -0.0236 1.7832 3.4536
N: -0.4271 0.6625 1.6987
B: -1.4376 -0.8185 -0.0857
N: -1.4877 -0.1285 1.3053
C: -2.4008 -0.1769 2.2878
Ti: 1.1659 0.9020 0.3390
H: -3.2915 -0.7814 2.1578
C: -1.9531 0.6120 3.3440
H: -2.4494 0.7763 4.2839
C: -0.7153 1.1277 2.9421
H: -2.4502 -1.4410 -0.2700
C: 3.0627 0.9097 -0.9108
H: 3.1756 1.2115 0.1539
H: 3.0114 1.7957 -1.5505
H: 3.9562 0.3087 -1.1356
N: -0.1630 -1.7116 -0.0874
N: -1.2709 0.3105 -1.1357
N: 1.0754 -1.1283 0.1874
N: -0.1944 1.1940 -1.0853
C: -0.0011 -3.0252 -0.3123
C: -2.0796 0.6592 -2.1467
H: -0.8578 -3.6473 -0.5432
H: -2.9666 0.0718 -2.3356
C: 1.3569 -3.3402 -0.1986
C: -1.5536 1.7874 -2.7800
C: 1.9927 -2.1435 0.1293
C: -0.3764 2.1069 -2.0904
H: 1.8190 -4.2971 -0.3469
H: -1.9696 2.2960 -3.6296
H: 3.0465 -1.9483 0.3129
H: 0.3303 2.9077 -2.2340
H: 2.1705 0.2203 -1.1036
Br: 1.9063 2.9449 1.3862

Results of the natural (NBO) charge analysis, in e, for atoms 1 through 5: atom 1 (H): 0.256, atom 2 (N): -0.366, atom 3 (B): 0.513, atom 4 (N): -0.317, atom 5 (C): 0.092

=====

Here is a structure of composition C10H14BClN6O4W in a non-equilibrium geometry from the OMol25 dataset. Energies are from ωB97M-V/def2-TZVPD.

Computed properties:
Expectation value of S²   2.0628
Multiplicity   3
Total charge   +2
LUMO (alpha / beta)   -11.41 / -10.30 eV
Orbital gap (alpha / beta)   3.89 / 5.02 eV
DFT total energy   -42723.781 eV
ΔE to the lowest compared entry with this formula, charge and spin   18.6 kcal/mol
Highest occupied orbital energy (alpha / beta)   -15.302 / -15.315 eV
F_max   0.120 Eh/bohr

Atoms and positions in Å:
H: -0.1461 1.7669 3.2476
N: 0.5899 0.5647 1.6248
B: 2.1085 -1.0380 0.2373
N: 1.8047 -0.1498 1.4530
C: 2.6021 0.0909 2.4878
W: -0.5619 0.2942 0.0126
H: 3.6070 -0.3633 2.4996
C: 1.9295 0.9311 3.3908
H: 2.3722 1.2963 4.3078
C: 0.6706 1.1739 2.8385
H: 3.1516 -1.6471 0.3521
C: -3.4438 1.6930 -2.3199
H: -4.4258 2.2349 -2.3367
H: -3.5324 0.6169 -2.0983
H: -2.8896 1.9592 -3.2571
N: 2.2092 -0.1119 -0.9620
N: 0.9543 -2.0210 -0.0760
N: 1.1248 0.6759 -1.2952
N: -0.4122 -1.6700 -0.1079
C: 3.2546 0.0632 -1.7845
C: 1.0154 -3.3105 -0.3343
H: 4.1682 -0.4975 -1.6427
H: 1.9774 -3.7845 -0.4182
C: 2.9149 1.0337 -2.7098
C: -0.2710 -3.8297 -0.4562
C: 1.5993 1.3952 -2.4026
C: -1.1667 -2.7921 -0.2609
H: 3.5963 1.4012 -3.4618
H: -0.5021 -4.8392 -0.6778
H: 1.1068 2.1669 -3.0056
H: -2.2620 -2.7552 -0.2334
H: -2.8657 2.0019 -1.3920
O: -5.1121 1.1329 0.8421
Cl: -4.1094 1.5059 1.7842
O: -3.9821 2.9156 1.9448
O: -4.2428 0.8219 3.0304
O: -2.8316 1.0736 1.1794

Results of the natural (NBO) charge analysis, in e, for atoms 1 through 5: atom 1 (H): 0.290, atom 2 (N): -0.441, atom 3 (B): 0.487, atom 4 (N): -0.334, atom 5 (C): 0.130

=====

Here is the molecule C10H14BF3IN3O in a non-equilibrium geometry from the OMol25 dataset. Energies are from ωB97M-V/def2-TZVPD.

Computed properties:
Multiplicity   1
Total charge   0
LUMO   -0.04 eV
Orbital gap   9.02 eV
DFT total energy   -34045.674 eV
Highest occupied orbital energy   -9.056 eV
F_max   0.057 Eh/bohr

Atoms and positions in Å:
C: 1.6432 -0.3186 2.1713
C: 2.1132 -0.5753 0.7393
C: 1.0018 -0.8351 -0.2923
C: 0.3438 -2.0574 0.1672
N: -0.1851 -3.0041 0.5869
C: 1.6673 -1.2268 -1.6260
F: 0.8590 -1.9536 -2.3813
F: 2.7583 -1.9813 -1.3934
F: 2.0729 -0.1569 -2.2938
C: -0.0288 0.3085 -0.4693
C: -0.6424 0.2704 -1.7889
N: -1.1403 0.2424 -2.8444
C: -1.2085 0.2521 0.5433
C: -2.4144 -0.6254 0.1563
C: -3.6075 0.1589 -0.4073
I: -4.4682 -0.8639 -2.1032
B: 0.6488 1.7915 -0.4129
N: 0.7383 2.6139 0.7759
O: 1.1348 2.2908 -1.5939
H: 1.4747 0.7202 2.3953
H: 2.4483 -0.6379 2.8182
H: 0.7917 -0.9245 2.4377
H: 2.7915 0.1925 0.3901
H: 2.7154 -1.4639 0.8094
H: -0.8881 -0.0383 1.5308
H: -1.5847 1.2648 0.6338
H: -2.1498 -1.4624 -0.4642
H: -2.7649 -1.0726 1.0771
H: -4.4092 0.1518 0.3058
H: -3.3642 1.1748 -0.6710
H: 1.6367 2.6463 1.2278
H: -0.0028 2.4827 1.4445
H: 2.0194 2.6368 -1.4690

Results of the natural (NBO) charge analysis, in e, for atoms 1 through 5: atom 1 (C): -0.620, atom 2 (C): -0.381, atom 3 (C): -0.215, atom 4 (C): 0.300, atom 5 (N): -0.284

=====

Here is a structure of composition C10H14BFN6V in a non-equilibrium geometry from the OMol25 dataset. Energies are from ωB97M-V/def2-TZVPD.

Computed properties:
Expectation value of S²   3.7672
Multiplicity   4
Total charge   0
LUMO (alpha / beta)   0.69 / 0.63 eV
Orbital gap (alpha / beta)   7.20 / 9.77 eV
DFT total energy   -48621.903 eV
ΔE to the lowest compared entry with this formula, charge and spin   1.7 kcal/mol
Highest occupied orbital energy (alpha / beta)   -6.519 / -9.141 eV
F_max   0.076 Eh/bohr

Atoms and positions in Å:
H: -2.5851 -2.3522 0.5936
N: -2.3908 -0.5608 -0.5022
B: -2.4941 1.2287 -2.2946
N: -3.1104 0.0184 -1.5668
C: -4.1823 -0.7363 -1.8219
V: -0.7415 0.1961 0.0644
H: -4.8631 -0.4042 -2.5911
C: -4.1524 -1.8686 -0.9981
H: -4.8435 -2.6954 -1.0189
C: -3.0135 -1.7275 -0.1832
H: -3.1889 1.6318 -3.1879
C: 3.2688 0.1071 0.4876
H: 3.4636 0.1957 1.5548
H: 2.2250 0.4378 0.3121
H: 3.9717 0.7612 -0.0422
N: -1.0723 0.7580 -2.7370
N: -2.2067 2.2924 -1.2371
N: -0.1334 0.2793 -1.8161
N: -1.3741 2.0175 -0.1280
C: -0.5526 0.7422 -3.9672
C: -2.5239 3.5856 -1.2370
H: -1.1788 1.0904 -4.7839
H: -3.1491 3.9147 -2.0348
C: 0.7388 0.2156 -3.8962
C: -1.8868 4.2067 -0.1720
C: 0.9601 -0.0802 -2.5448
C: -1.1527 3.2052 0.4989
H: 1.3893 0.0657 -4.7399
H: -1.9328 5.2523 0.0559
H: 1.8313 -0.5133 -2.0651
H: -0.5086 3.2351 1.3730
H: 3.3238 -0.9286 0.1503
F: 0.1605 -0.5344 1.4526

Results of the natural (NBO) charge analysis, in e, for atoms 1 through 5: atom 1 (H): 0.233, atom 2 (N): -0.351, atom 3 (B): 0.539, atom 4 (N): -0.317, atom 5 (C): 0.020

=====

Here is a structure of composition C10H14BFeN7O3 in a non-equilibrium geometry from the OMol25 dataset. Energies are from ωB97M-V/def2-TZVPD.

Computed properties:
Expectation value of S²   6.0398
Multiplicity   5
Total charge   +2
LUMO (alpha / beta)   -9.71 / -9.50 eV
Orbital gap (alpha / beta)   4.37 / 6.90 eV
DFT total energy   -62208.472 eV
Highest occupied orbital energy (alpha / beta)   -14.089 / -16.396 eV
F_max   0.109 Eh/bohr

Atoms and positions in Å:
C: -0.1682 2.4486 0.4596
N: 0.0073 1.4355 -0.4276
N: 0.2417 1.9672 -1.7174
C: 0.2617 3.3064 -1.5641
C: -0.0342 3.6441 -0.2299
B: 0.4078 0.8208 -2.8567
N: 1.5341 -0.1374 -2.2439
N: 1.2097 -0.6329 -0.9626
C: 2.2116 -1.4815 -0.5901
C: 3.2368 -1.4079 -1.5112
C: 2.8051 -0.5417 -2.5149
Fe: -0.2665 -0.2535 -0.0887
N: -0.9214 -0.0131 -2.7826
N: -1.1967 -0.4657 -1.4659
C: -2.2613 -1.3174 -1.5404
C: -2.7825 -1.2788 -2.8158
C: -1.9450 -0.4607 -3.5662
H: -2.6292 -1.8514 -0.6793
H: -2.0191 -0.2483 -4.6025
H: -3.6559 -1.8302 -3.1469
H: 0.6551 1.2204 -3.9412
H: 3.3372 -0.2768 -3.4338
H: 0.4433 3.9735 -2.3775
H: 4.1818 -1.9611 -1.4415
H: -0.1576 4.5992 0.2274
H: 2.1735 -2.0307 0.3486
H: -0.3462 2.2356 1.5152
H: -1.5539 -3.7751 3.0588
C: -1.1662 -3.1519 3.8857
H: -0.0802 -3.1609 4.0259
H: -0.7026 1.6309 5.2473
H: -1.6612 -2.1490 3.9695
O: 1.2536 -0.4332 6.0573
N: 0.2296 0.2089 6.0406
O: -0.7291 0.2382 6.7928
O: 0.0874 1.1303 4.8723

Results of the natural (NBO) charge analysis, in e, for atoms 1 through 5: atom 1 (C): 0.023, atom 2 (N): -0.397, atom 3 (N): -0.300, atom 4 (C): 0.122, atom 5 (C): -0.293

=====

Here is a structure of composition C10H14BN7O2Ru in a non-equilibrium geometry from the OMol25 dataset. Energies are from ωB97M-V/def2-TZVPD.

Computed properties:
Expectation value of S²   6.0257
Multiplicity   5
Total charge   +2
LUMO (alpha / beta)   -7.55 / -12.02 eV
Orbital gap (alpha / beta)   8.39 / 4.58 eV
DFT total energy   -28359.604 eV
Highest occupied orbital energy (alpha / beta)   -15.940 / -16.599 eV
F_max   0.082 Eh/bohr

Atoms and positions in Å:
H: 0.8438 3.2554 1.5119
N: 0.6104 1.8142 0.0471
B: 0.2767 0.4620 -2.0820
N: 0.6738 1.7897 -1.3451
C: 0.9245 3.0352 -1.7902
Ru: 0.4550 0.2374 1.1826
H: 0.9324 3.1745 -2.8721
C: 1.0553 3.8771 -0.6900
H: 1.2384 4.9364 -0.7292
C: 0.8597 3.0876 0.4480
H: 0.2727 0.5701 -3.2705
C: -1.6780 -2.1285 3.6155
H: -0.8274 -2.7654 3.9775
H: -1.3621 -1.0570 3.4269
H: -2.0333 -2.5829 2.6747
N: -1.0986 0.0867 -1.5061
N: 1.2170 -0.6730 -1.5801
N: -1.2577 -0.0545 -0.1431
N: 1.2936 -0.9329 -0.2223
C: -2.2694 -0.1761 -2.1237
C: 1.9980 -1.5603 -2.2312
H: -2.3763 -0.0995 -3.1969
H: 2.1039 -1.5133 -3.3046
C: -3.2003 -0.5134 -1.1626
C: 2.5587 -2.4148 -1.2984
C: -2.5398 -0.4453 0.0814
C: 2.0811 -2.0233 -0.0481
H: -4.2359 -0.7521 -1.3612
H: 3.2375 -3.2083 -1.5350
H: -2.8876 -0.6396 1.0952
H: 2.2536 -2.4067 0.9492
H: -2.4705 -2.0673 4.4036
O: 0.1132 1.0520 2.9961
N: 1.2805 0.6238 3.5059
O: 1.9570 0.0121 2.5768

Results of the natural (NBO) charge analysis, in e, for atoms 1 through 5: atom 1 (H): 0.259, atom 2 (N): -0.367, atom 3 (B): 0.518, atom 4 (N): -0.324, atom 5 (C): 0.096

=====

Here is a structure of composition C10H14BN7O3Re in a non-equilibrium geometry from the OMol25 dataset. Energies are from ωB97M-V/def2-TZVPD.

Computed properties:
Expectation value of S²   4.0038
Multiplicity   4
Total charge   +2
LUMO (alpha / beta)   -7.79 / -11.61 eV
Orbital gap (alpha / beta)   7.55 / 4.35 eV
DFT total energy   -29952.585 eV
ΔE to the lowest compared entry with this formula, charge and spin   25.4 kcal/mol
Highest occupied orbital energy (alpha / beta)   -15.340 / -15.966 eV
F_max   0.134 Eh/bohr

Atoms and positions in Å:
H: -1.0334 -1.4795 3.2849
N: 0.1454 -0.9055 1.5795
B: 2.0353 -0.4755 -0.0754
N: 1.4676 -1.0433 1.2693
C: 2.0972 -1.7031 2.2607
Re: -1.1378 0.2591 0.1024
H: 3.1605 -1.9063 2.1583
C: 1.1673 -1.9854 3.2366
H: 1.3717 -2.5138 4.1580
C: -0.0484 -1.4685 2.7963
H: 3.1916 -0.6983 -0.1829
C: -2.3025 1.1904 -1.2367
H: -3.3801 1.3246 -1.0120
H: -2.3535 0.5750 -2.1746
H: -1.9527 2.2457 -1.3381
N: 1.7639 1.0482 -0.1072
N: 1.2352 -1.1325 -1.2376
N: 0.4564 1.5363 0.0164
N: -0.1500 -1.0221 -1.2896
C: 2.5989 2.0909 -0.2097
C: 1.6461 -1.8782 -2.2728
H: 3.6661 1.8931 -0.3104
H: 2.7073 -2.0841 -2.3760
C: 1.8609 3.2573 -0.1598
C: 0.5417 -2.2419 -3.0189
C: 0.5337 2.8937 -0.0196
C: -0.5660 -1.6911 -2.4016
H: 2.2727 4.2604 -0.2225
H: 0.5642 -2.8482 -3.9145
H: -0.3609 3.5200 0.0587
H: -1.6285 -1.7358 -2.6729
H: -1.6456 1.1532 1.5423
O: -5.3406 -0.3459 0.4082
N: -4.7855 0.5177 0.9760
O: -4.8160 1.5259 1.5617
O: -2.9820 -0.1322 0.8236

Results of the natural (NBO) charge analysis, in e, for atoms 1 through 5: atom 1 (H): 0.285, atom 2 (N): -0.244, atom 3 (B): 0.518, atom 4 (N): -0.221, atom 5 (C): 0.096

=====

Here is a cluster of 2 separate species, C10H14BrClSi in total in a non-equilibrium geometry from the OMol25 dataset. Energies are from ωB97M-V/def2-TZVPD.

Computed properties:
Multiplicity   1
Total charge   0
LUMO   0.31 eV
Orbital gap   8.95 eV
DFT total energy   -101039.803 eV
ΔE to the lowest compared entry with this formula, charge and spin   0.0 kcal/mol
Highest occupied orbital energy   -8.638 eV
F_max   0.096 Eh/bohr

Atoms and positions in Å:
C: -0.3688 -0.5600 -4.9484
C: -0.6497 0.5400 -4.1698
C: 0.3614 -1.5910 -4.4100
C: -0.1501 0.7393 -2.8995
C: 0.8392 -1.4335 -3.0979
C: 0.6423 -0.2747 -2.3310
C: -0.2472 0.9925 5.0193
C: -1.0163 0.3566 3.8153
C: -0.1370 0.4318 2.4682
C: -0.6181 -0.2694 1.2084
Si: 1.2322 -0.1973 -0.5914
Cl: 2.3386 -1.7350 -0.2537
Br: 2.4812 1.7326 -0.1685
H: -0.6599 -0.5778 -6.0637
H: -1.2214 1.3447 -4.6707
H: 0.4063 -2.6126 -4.7411
H: -0.3904 1.5186 -2.3270
H: 1.3971 -2.2548 -2.6310
H: -0.4785 0.6512 5.9944
H: 0.8282 0.9432 4.8303
H: -0.4124 2.1452 5.0129
H: -1.9530 0.9515 3.8407
H: -1.1614 -0.6938 3.9639
H: 0.2407 1.5009 2.3976
H: 0.8079 -0.2369 2.7073
H: -1.5982 -0.0804 0.7080
H: -0.5128 -1.3308 1.3376

Results of the natural (NBO) charge analysis, in e, for atoms 1 through 5: atom 1 (C): -0.185, atom 2 (C): -0.216, atom 3 (C): -0.224, atom 4 (C): -0.162, atom 5 (C): -0.173

=====

- What is the formula in the first record?
  C10H14BBrN6Ti

=====

- Which formula does entry 7 have?
  C10H14BN7O3Re